(1)
Entry from the Open Molecules 2025 dataset: a gas-phase ion, C3H7N2S (charge +1) in a non-equilibrium geometry (ωB97M-V/def2-TZVPD).

Last column: Mulliken charge in e.
Positions of all 13 atoms, in Å:
S 0.360 2.031 1.813  0.06
N -0.758 -0.943 -0.492  -0.28
N 1.543 -0.601 -0.684  -0.54
C -1.051 0.059 0.467  -0.58
C 0.488 -1.254 -0.842  0.06
C -0.182 1.235 0.420  0.02
H -1.468 -1.782 -0.684  0.33
H 0.584 -2.339 -1.150  0.30
H -2.028 0.437 0.195  0.34
H 2.472 -0.961 -0.883  0.26
H 0.359 1.518 -0.503  0.37
H -1.070 -0.340 1.430  0.43
H 0.750 2.939 0.913  0.24

Output
Net charge: +1
2S+1: 1
Kohn-Sham gap (spin up / spin down), eV: 7.6 / 7.6
Largest force on an atom, eV Å⁻¹: 4.7

(2)
Entry from the Open Molecules 2025 dataset: a molecular structure, C2H4ClN2P in a non-equilibrium geometry (ωB97M-V/def2-TZVPD).

Last column: Mulliken charge in e.
Positions of all 10 atoms, in Å:
Cl -1.801 -1.551 -0.396  -0.29
P -0.677 1.833 -0.188  0.06
N 0.579 0.933 -0.737  -0.17
N -1.257 0.734 0.759  -0.32
C -0.622 -0.472 0.699  -0.06
C 0.715 -0.305 -0.051  -0.48
H 1.522 -0.230 0.579  0.28
H -0.826 -0.956 1.620  0.42
H 1.354 1.022 -1.440  0.27
H 1.012 -1.007 -0.844  0.30

Output
Net charge: 0
2S+1: 1
Kohn-Sham gap, eV: 9.2
Largest force on an atom, eV Å⁻¹: 2.9

(3)
Entry from the Open Molecules 2025 dataset: 8 unconnected molecules or ions with the total composition CH15O9 in a non-equilibrium geometry (ωB97M-V/def2-TZVPD).

Last column: Mulliken charge in e.
Positions of all 25 atoms, in Å:
O -1.111 -1.572 1.181  -0.57
O -0.908 1.645 -2.587  -0.66
O -0.736 0.597 1.002  -0.89
O 0.392 -3.112 -0.368  -0.66
O -2.589 2.182 -0.066  -0.67
O 1.074 -0.547 -1.738  -0.66
O 0.475 2.979 0.138  -0.68
O 1.904 0.367 0.874  -0.73
O 1.670 -2.477 1.984  -0.74
C -1.525 -0.415 1.100  -0.15
H 1.161 -1.304 -2.319  0.26
H 1.906 0.639 -0.047  0.33
H 1.247 2.639 0.612  0.32
H 0.881 -3.103 0.471  0.40
H -0.464 0.800 -2.761  0.31
H -0.560 -3.165 -0.281  0.29
H 1.817 -1.755 1.348  0.41
H 0.943 -2.164 2.532  0.32
H -1.911 1.614 0.378  0.50
H -0.195 2.339 0.451  0.40
H -0.132 2.107 -2.235  0.34
H -2.602 -0.188 1.071  0.36
H 0.512 -0.740 -0.975  0.40
H -2.212 2.283 -0.949  0.32
H 0.964 0.351 1.184  0.44

Output
Net charge: -1
2S+1: 1
Kohn-Sham gap, eV: 9.5
Largest force on an atom, eV Å⁻¹: 1.9

(4)
Entry from the Open Molecules 2025 dataset: a single C19H23NO4S2 molecule (ωB97M-V/def2-TZVPD).

Last column: Mulliken charge in e.
Positions of all 49 atoms, in Å:
S -2.063 2.060 3.436  1.05
S -1.108 -0.193 -2.246  0.03
O -1.646 2.417 4.762  -0.68
O 1.199 0.878 1.866  -0.60
O 3.347 -1.702 -2.805  -0.45
O -3.462 2.188 3.129  -0.65
N -0.402 -0.375 0.892  0.33
C 3.993 -2.351 -0.660  -0.56
C -0.824 -1.572 0.191  -1.07
C 1.891 1.231 -4.703  -1.13
C -1.081 2.841 2.130  -0.76
C 2.861 0.499 -3.786  -0.05
C -2.593 -0.337 -3.100  -0.65
C -2.947 -1.664 -1.252  -0.61
C -1.507 0.389 2.980  -0.87
C 3.121 -1.618 -1.470  0.17
C -1.476 0.443 1.457  -0.32
C 3.846 -2.350 0.710  -0.76
C -3.469 -1.149 -2.460  -0.47
C 0.895 -0.061 1.154  0.49
C 2.827 -1.625 1.308  -0.79
C 2.520 -0.991 -3.705  -0.59
C 2.096 -0.894 -0.872  0.69
C -1.677 -1.249 -0.994  0.69
C -1.390 1.919 0.972  -0.89
C 1.945 -0.910 0.511  -0.53
H 1.461 -1.128 -3.449  0.23
H 1.918 0.808 -5.705  0.34
H 2.152 2.283 -4.766  0.36
H -1.403 -2.210 0.872  0.31
H -1.391 3.865 1.965  0.51
H -2.406 0.021 1.069  0.58
H 3.882 0.604 -4.158  0.37
H -2.718 0.190 -4.025  0.46
H 0.067 -2.125 -0.116  0.45
H -2.356 2.199 0.550  0.38
H 2.828 0.937 -2.787  0.19
H -3.495 -2.324 -0.603  0.46
H -0.514 0.283 3.405  0.37
H -2.182 -0.361 3.375  0.49
H -0.634 1.999 0.191  0.40
H 2.701 -1.464 -4.674  0.43
H 4.533 -2.915 1.322  0.39
H -4.454 -1.371 -2.827  0.40
H 1.411 -0.302 -1.458  0.42
H 4.783 -2.910 -1.138  0.47
H 2.713 -1.610 2.381  0.53
H -0.042 2.780 2.441  0.31
H 0.874 1.150 -4.323  0.18

Output
Net charge: 0
2S+1: 1
Kohn-Sham gap, eV: 9.3
SMILES string: CCCOc1cccc(C(=O)N(Cc2cccs2)[C@@H]2CCS(=O)(=O)C2)c1
Largest force on an atom, eV Å⁻¹: 0.7

(5)
Entry from the Open Molecules 2025 dataset: 2 unconnected molecules or ions with the total composition CH5O3 in a non-equilibrium geometry (ωB97M-V/def2-TZVPD).

Last column: Mulliken charge in e.
Positions of all 9 atoms, in Å:
O -1.759 0.102 -0.287  -0.44
O 0.485 0.916 0.376  -0.55
O 1.122 -1.072 -0.276  -0.41
C 1.400 0.140 0.195  0.28
H 2.462 0.388 0.220  0.38
H -2.305 0.131 0.524  0.44
H 1.623 -1.780 0.131  0.37
H -0.838 0.514 0.078  0.49
H -2.190 0.662 -0.961  0.44

Output
Net charge: +1
2S+1: 1
Kohn-Sham gap, eV: 13.0
Largest force on an atom, eV Å⁻¹: 1.3